Here is the molecule C3H3NO from the Open Molecules 2025 dataset. Energies are from ωB97M-V with the def2-TZVPD basis set.

Geometry (Å):
C1 0.89444 0.90474 -0.83718
C2 -0.36055 0.33825 -0.18480
C3 -0.24759 -0.83773 0.66724
H1 -0.98875 1.24006 -0.07898
H2 -0.90826 -1.11818 1.54245
H3 0.69524 -1.39360 0.73242
N1 1.70378 1.75959 -1.18377
O1 -0.78832 -0.89313 -0.65737

**F_max**: 7.64 eV/A
**ΔE to the lowest compared entry with this formula, charge and spin**: 46.9 kcal per mole
**Gap between HOMO and LUMO**: 0.4411 Eh
**SMILES string**: N#C[C@@H]1CO1
**E_tot**: -6694.457 eV